Entry 1:
Density functional theory data (ωB97M-V/def2-TZVPD) for a structure of composition C38H50GeN3O2SeTeZn.

The geometry in XYZ format:
```
97
Properties=species:S:1:pos:R:3:forces:R:3
Te -3.8212 -3.4497 -0.6669 -0.12 -0.08 0.08
Se -0.8422 1.9387 -0.4017 0.10 0.01 0.05
Ge -1.2052 2.6192 -3.5221 0.02 0.00 0.06
Zn -0.7044 -0.0414 1.6155 0.01 -0.15 0.20
O 2.4744 4.1937 1.5643 0.01 -0.01 0.00
O 0.9819 0.7832 1.9876 -0.03 -0.13 -0.14
N -0.0983 -1.3245 0.1612 -0.11 0.02 0.34
N -2.3900 0.8309 2.4884 0.05 0.08 -0.27
N -0.3925 -1.4356 3.2798 0.04 -0.02 -0.01
C 3.0558 1.3681 5.3191 -0.02 0.01 -0.03
C 1.8906 0.8210 1.0330 -0.18 0.04 0.09
C -2.4488 -1.9727 4.5654 0.01 -0.06 0.03
C -0.1851 1.0133 -3.9452 0.05 -0.06 0.00
C -2.3094 -3.9504 -3.2724 0.00 0.03 -0.01
C 4.8109 1.3130 -2.1590 0.04 0.01 -0.03
C 2.8318 -3.1280 -0.1372 -0.04 -0.07 0.05
C 3.4445 -4.2597 -0.6521 0.00 0.00 -0.02
C -1.8246 -3.6492 -4.5395 0.00 -0.01 0.02
C 2.5113 2.7518 3.4284 0.08 -0.02 -0.08
C -3.1583 -3.0585 -2.6229 0.03 0.02 -0.10
C -0.8792 3.6876 0.4416 -0.03 0.04 -0.06
C 2.4222 2.2744 6.1604 0.01 -0.01 0.00
C 3.0898 1.6020 3.9536 0.01 -0.01 0.05
C 1.1476 -1.3348 -0.1718 0.18 0.27 -0.25
C -3.5241 -1.8705 -3.2513 0.02 -0.01 -0.02
C 3.8150 1.1387 -1.0454 -0.05 -0.05 0.02
C 3.6559 2.0976 -0.0507 -0.02 0.00 0.07
C -2.1781 -2.4582 -5.1561 -0.01 0.00 -0.02
C 3.0347 -4.7747 -1.8734 -0.01 0.03 0.01
C 2.5726 3.0512 1.9653 -0.12 0.04 0.01
C 2.7488 1.9350 0.9823 0.10 0.02 -0.03
C 1.8417 3.4230 5.6378 -0.01 0.00 0.00
C 1.8978 3.6679 4.2744 0.02 0.00 0.03
C -1.0012 -2.4363 -0.1635 -0.01 0.03 -0.08
C -0.0025 4.1163 -3.2182 0.03 0.05 0.01
C -2.9608 0.4785 3.8125 0.03 0.04 0.08
C 1.7780 -2.5254 -0.8190 -0.04 -0.05 0.02
C -3.0290 -1.5701 -4.5126 -0.02 0.00 0.02
C -2.1406 2.1928 -1.8333 -0.09 -0.04 0.03
C -2.4332 -2.0259 0.1203 0.04 0.02 0.00
C 2.0126 -4.1522 -2.5762 0.00 -0.01 0.01
C -1.3205 -2.5048 3.6990 0.02 0.04 0.01
C -3.4268 -0.9720 3.9432 -0.05 0.00 -0.03
C -2.5505 3.0271 -4.8650 -0.06 0.00 -0.06
C 1.3784 -3.0376 -2.0491 0.03 0.08 -0.16
C 2.0352 -0.1670 0.0219 -0.07 -0.09 0.00
C 3.0069 0.0177 -0.9730 0.12 0.05 0.00
H 3.5291 0.4857 5.7298 0.00 -0.01 0.01
H -3.1179 0.8185 1.7764 -0.03 -0.05 0.07
H -2.6625 1.2398 -1.9431 -0.03 0.01 0.00
H -0.2958 3.6080 1.3575 0.01 -0.01 0.00
H -2.8705 2.9385 -1.5187 0.02 0.01 0.00
H -0.7293 -3.3426 0.3869 0.00 0.01 0.03
H -3.8042 1.1441 4.0050 0.01 -0.01 0.02
H 0.6099 -2.5466 -2.6358 -0.02 0.00 0.07
H -3.1303 3.8985 -4.5613 -0.02 0.01 -0.02
H 4.2482 3.0054 -0.0715 0.01 0.01 -0.01
H 3.5219 -5.6480 -2.2847 0.01 -0.02 -0.01
H -1.9046 3.9788 0.6628 0.02 0.00 0.01
H -2.0227 -4.8755 -2.7887 0.00 -0.01 0.00
H -0.9320 -2.6738 -1.2218 0.05 -0.06 0.03
H 3.1756 -2.7015 0.7974 0.00 0.00 0.01
H -2.0901 3.2443 -5.8279 0.02 0.00 -0.02
H -1.7234 -2.9796 2.8020 0.00 -0.01 -0.01
H -3.0211 -2.8410 4.8988 -0.01 0.02 0.00
H 0.6690 3.9019 -2.3862 0.02 0.00 0.01
H 3.5763 0.8978 3.2905 0.01 -0.01 -0.01
H -0.4069 4.4210 -0.2061 -0.01 0.00 0.00
H -4.2052 -1.1854 -2.7614 -0.02 0.00 0.01
H -3.3203 -0.6482 -4.9997 0.00 0.01 -0.01
H 0.4865 -1.8381 2.9654 -0.01 0.00 -0.02
H -4.3061 -0.9578 4.5894 0.00 0.01 -0.02
H 1.4801 4.5720 3.8508 0.00 0.00 0.00
H 4.3213 1.3146 -3.1341 -0.01 -0.01 0.00
H 5.3473 2.2549 -2.0561 0.00 0.01 0.00
H -0.5526 5.0326 -3.0048 0.00 0.02 0.02
H -0.7864 -3.2806 4.2533 -0.03 0.02 0.02
H -2.2032 0.7041 4.5653 0.01 -0.01 -0.01
H 1.7082 -4.5295 -3.5434 0.01 -0.01 -0.01
H 5.5498 0.5104 -2.1641 0.00 -0.01 0.01
H -3.7919 -1.3319 2.9753 0.01 -0.01 -0.01
H 4.2533 -4.7268 -0.1074 0.02 -0.01 0.00
H -0.8442 0.1748 -4.1736 0.00 0.00 0.01
H 1.3627 4.1354 6.2963 0.00 0.00 0.01
H 3.1067 -0.7393 -1.7416 0.01 0.01 -0.02
H 0.4721 1.1790 -4.7984 0.00 0.00 -0.03
H -2.0247 -1.5355 5.4764 0.01 0.01 0.00
H -1.1714 -4.3488 -5.0445 0.00 -0.01 -0.01
H -0.1358 -0.8647 4.0829 0.01 0.01 -0.02
H -3.2336 2.1876 -4.9948 -0.02 0.00 -0.01
H 2.3951 2.0923 7.2267 0.00 0.00 0.01
H -2.0865 1.8034 2.5116 -0.03 0.00 0.02
H -2.6388 -1.9300 1.1871 0.00 -0.01 0.03
H 0.4370 0.7472 -3.0876 0.03 -0.01 0.01
H -1.8005 -2.2262 -6.1429 0.01 0.00 -0.01
H 0.6074 4.2880 -4.1047 0.01 0.01 -0.02
H -2.6563 -1.0707 -0.3600 0.02 0.01 -0.01
```
Forces are in eV/Å.

Calculated values
spin multiplicity = 1
HOMO = -10.106 eV
largest force on an atom = 0.403 eV/Å
charge = +1
HOMO-LUMO gap = 0.28825 hartree

Atomic partial charges in e from the Löwdin method, atoms 1 to 4: number 1, Te, carries 1.30; number 2, Se, carries 0.95; number 3, Ge, carries 0.73; number 4, Zn, carries 0.56

---

Entry 2:
Density functional theory data (ωB97M-V/def2-TZVPD) for a structure of composition C38H50GeN5O12OsP.

The geometry in XYZ format:
```
108
Properties=species:S:1:pos:R:3:forces:R:3
Os -0.6430 -0.0677 -0.9765 -0.03 0.21 -0.43
Ge 0.0666 0.6675 2.8891 -0.05 -0.05 -0.08
P -0.2216 -2.8193 -0.9722 -0.06 -0.02 -0.03
O 2.2152 0.2111 0.5807 0.04 0.17 -0.05
O -0.2267 -3.4250 -2.3068 -0.04 -0.01 -0.03
O -0.1615 -3.7948 0.2423 0.03 -0.04 -0.08
O -4.5510 3.0003 -3.5670 0.01 0.00 0.00
O -0.1117 3.0239 1.8276 -0.01 -0.05 0.02
O -1.4182 7.1580 -0.0880 -0.04 0.00 0.03
O -2.7103 7.2386 -1.8133 -0.05 0.00 0.03
O -2.9166 1.6017 -3.7201 0.04 0.06 -0.05
O 0.7255 -1.5945 -0.7543 -0.05 -0.08 0.16
O -2.2658 1.0908 -1.1196 0.04 0.03 -0.12
O -1.6098 -1.9268 -0.7131 0.10 -0.04 0.57
O -0.5795 1.0232 1.0356 0.00 -0.02 0.03
N -2.0840 6.6458 -0.9610 0.13 -0.01 -0.10
N -3.4968 2.5394 -3.1975 -0.07 -0.10 0.08
N -0.4042 -0.1684 -5.1275 -0.02 0.00 -0.01
N 0.6530 1.1458 -3.5062 -0.09 0.02 0.04
N -0.8028 -0.5556 -2.8799 -0.02 -0.03 0.03
C 0.4134 -3.8184 4.1793 -0.03 0.20 0.23
C 0.3324 2.4772 -4.0403 0.06 0.00 -0.03
C -2.8345 3.1815 -2.0553 0.01 0.06 -0.02
C 1.3066 -1.9551 2.9530 0.01 -0.05 0.02
C 1.8043 1.3170 3.4637 -0.01 0.03 0.00
C 2.5570 2.3337 2.8790 0.00 -0.01 -0.02
C -2.7487 1.1903 3.4718 -0.01 0.00 -0.03
C -3.8612 -1.8024 -1.5177 0.00 -0.02 -0.02
C -1.4757 -1.0892 -5.4951 -0.01 0.01 0.00
C 1.9402 -4.9687 -0.0419 -0.01 0.01 -0.02
C 0.1951 -5.6896 1.6153 0.09 -0.03 -0.03
C -3.5472 2.5182 5.3076 0.00 0.00 0.00
C -2.8494 4.5553 -2.0054 0.02 -0.02 -0.03
C -0.8014 -3.1617 4.2955 0.04 -0.03 0.02
C -2.1601 2.3912 -1.1037 -0.02 0.00 0.09
C -0.1988 0.1121 -3.8426 -0.03 0.12 -0.03
C -0.9505 -1.8857 3.7663 0.02 0.00 -0.04
C 0.1005 -1.2638 3.0912 -0.01 0.03 0.04
C -0.6557 2.3733 0.9670 0.06 0.00 0.01
C -3.0191 -2.2821 -0.3492 -0.05 -0.01 -0.21
C 1.4647 -3.2195 3.4958 0.04 0.19 0.11
C -2.2390 2.7417 5.7113 0.00 0.00 0.01
C -3.3098 -1.5227 0.9244 0.00 0.02 -0.02
C -0.2007 -6.0586 -0.8112 -0.02 0.07 0.00
C 2.2875 0.7080 4.6227 -0.01 0.00 -0.01
C -1.3906 4.4541 -0.0852 -0.01 0.00 0.00
C 1.1121 1.1608 -2.1437 -0.10 -0.10 -0.05
C 3.7705 2.7161 3.4301 0.00 0.00 0.01
C -2.1103 5.1746 -1.0128 -0.03 0.00 0.04
C 3.4936 1.1056 5.1869 -0.01 0.00 0.00
C -1.4306 1.4093 3.8684 0.03 0.04 -0.01
C 0.4581 -5.1598 0.2218 -0.01 -0.03 0.03
C -3.8028 1.7438 4.1844 0.00 -0.01 0.00
C 0.5192 0.2261 -6.1858 0.00 -0.01 0.01
C -3.1312 -3.7833 -0.1734 0.01 0.01 0.02
C -1.1852 2.1940 4.9926 0.01 0.00 -0.01
C -1.4095 3.0627 -0.1203 -0.01 -0.03 -0.01
C 4.2400 2.1059 4.5864 0.00 0.00 0.00
H 2.4500 -5.9312 0.0055 0.00 0.00 0.01
H 1.4074 0.6800 -5.7586 0.00 0.00 0.00
H 1.7254 -0.0868 5.1013 0.00 -0.01 0.00
H -1.6216 -3.6240 4.8292 0.00 0.00 0.01
H 0.2542 1.4699 -1.3921 0.02 -0.06 0.20
H -0.0563 -5.6995 -1.8248 0.02 0.03 -0.04
H -4.3204 -1.7508 1.2652 0.00 0.00 0.00
H -2.0374 3.3508 6.5827 0.00 0.00 0.00
H 0.6070 -5.0198 2.3648 -0.10 -0.28 -0.34
H -3.2427 -0.4489 0.7412 0.00 0.00 0.00
H 2.1256 -0.6944 0.2507 0.01 -0.04 -0.03
H -3.6452 -2.3944 -2.4094 0.01 0.00 0.00
H -4.1896 -4.0315 -0.0895 0.00 0.00 0.01
H 4.3465 3.5051 2.9637 0.00 0.00 0.00
H -2.7310 -4.3082 -1.0419 -0.01 0.00 -0.01
H 5.1825 2.4150 5.0191 0.00 0.00 0.00
H -4.3676 2.9501 5.8655 0.00 0.00 0.00
H -0.8758 -5.7996 1.7898 -0.02 0.02 0.01
H 0.2441 -7.0506 -0.7199 -0.01 0.00 0.00
H -3.3988 5.1340 -2.7344 0.00 0.01 0.00
H -1.2275 -2.1187 -5.2237 0.00 0.00 -0.01
H 2.4146 -3.7321 3.4058 0.01 0.00 0.00
H 3.1424 0.3638 0.7892 0.01 -0.07 0.09
H -1.3302 -1.3735 -3.1578 0.16 -0.11 0.00
H 1.7349 2.0381 -1.9696 -0.02 0.02 0.00
H 0.5444 -4.7969 4.6239 -0.01 0.01 0.01
H 2.3757 -4.3057 0.7070 0.00 0.00 0.00
H 3.8465 0.6295 6.0923 0.00 0.00 0.00
H -0.0942 2.3984 -5.0343 -0.02 0.00 0.01
H 2.1958 2.8370 1.9943 0.00 0.00 0.00
H 0.0434 0.9262 -6.8739 0.00 0.00 0.00
H -2.6206 -4.1245 0.7246 0.02 0.00 0.00
H 1.6922 0.2856 -1.8776 0.02 0.02 -0.04
H -0.8278 4.9664 0.6818 0.00 0.00 0.00
H -1.2687 -6.1535 -0.6124 0.00 0.00 0.00
H 2.1452 -1.4757 2.4637 0.00 0.00 0.03
H 1.2438 3.0703 -4.0938 0.00 0.00 -0.01
H 0.8163 -0.6630 -6.7417 0.00 0.00 0.00
H -4.9176 -1.9278 -1.2782 0.00 0.00 0.00
H -1.6149 -1.0369 -6.5711 -0.01 0.01 0.00
H 0.6609 -6.6697 1.7202 0.00 -0.03 -0.02
H -2.9617 0.5889 2.5951 0.01 0.02 0.02
H -0.1662 2.3928 5.3053 0.00 0.00 0.00
H -4.8225 1.5707 3.8650 0.00 0.00 0.00
H -2.4073 -0.7858 -5.0163 0.01 -0.01 0.01
H -2.6032 -1.8072 1.7046 -0.02 0.00 -0.03
H -1.8840 -1.3584 3.9239 0.01 0.02 0.02
H -0.3934 2.9834 -3.3965 0.01 0.00 0.00
H 2.1066 -4.5490 -1.0362 0.00 0.00 0.00
H -3.6780 -0.7484 -1.7247 0.00 0.01 0.01
```
Forces are in eV/Å.

Calculated values
spin multiplicity = 2
HOMO (spin up / spin down) = -11.344 / -11.454 eV
expectation value of S² = 0.75
largest force on an atom = 0.577 eV/Å
relative energy (zero: lowest compared OMol25 entry of this formula, charge and spin) = 0.351 eV
charge = +1
HOMO-LUMO gap (spin up / spin down) = 0.30828 / 0.28838 hartree

Atomic partial charges in e from the Löwdin method, atoms 1 to 4: number 1, Os, carries 1.49; number 2, Ge, carries 1.10; number 3, P, carries 0.32; number 4, O, carries -0.08